A 4-piece molecular cluster, C15H27BrF8N5O8P2S2 overall, computed with ωB97M-V with the def2-TZVPD basis set.

Geometry (Å):
N: 2.115 -3.330 1.968
P: 2.329 -1.877 1.375
N: 1.039 -0.773 2.048
C: -0.125 -0.728 1.390
N: -0.246 -1.518 0.222
Br: -0.890 -3.246 0.541
C: -0.916 -0.811 -0.905
C: -0.905 -1.557 -2.275
C: 0.387 -1.336 -3.135
C: 0.276 -1.740 -4.560
C: 1.364 -1.612 -5.520
C: 2.648 -1.043 -5.028
C: 2.771 -0.639 -3.621
C: 1.655 -0.799 -2.655
N: -1.192 0.074 1.887
P: -2.750 -0.804 2.237
N: -3.667 0.254 3.274
O: -2.489 -2.170 3.177
S: -1.351 1.656 1.312
O: -1.690 2.510 2.451
O: -2.503 1.729 0.409
C: 0.112 2.430 0.472
F: 0.223 3.699 0.966
F: -0.207 2.602 -0.847
F: 1.326 1.839 0.666
S: 1.372 0.083 3.511
O: 0.653 1.329 3.692
O: 0.979 -0.803 4.600
C: 3.178 0.480 3.819
F: 3.929 -0.626 4.130
F: 3.156 1.204 4.992
C: 3.860 1.437 2.766
F: 3.156 2.620 2.756
F: 5.124 1.785 3.158
F: 3.924 0.950 1.494
H: 1.281 -3.318 2.567
H: 2.334 -1.850 -0.057
H: 3.630 -1.475 1.789
H: -0.353 0.161 -1.062
H: -1.954 -0.513 -0.591
H: -1.095 -2.659 -2.234
H: -1.754 -1.123 -2.883
H: -0.695 -2.148 -4.952
H: 1.228 -1.916 -6.589
H: 3.485 -0.941 -5.760
H: 3.765 -0.215 -3.315
H: 1.773 -0.474 -1.595
H: -3.009 0.511 4.030
H: -3.960 1.095 2.763
H: -3.194 -2.139 3.865
C: 1.094 4.539 4.979
O: -0.304 4.306 4.882
H: 1.256 5.483 5.498
H: 1.567 3.731 5.544
H: 1.530 4.599 3.977
H: -0.424 3.468 4.419
C: 1.352 -0.479 -9.782
O: 1.910 -1.486 -8.943
H: 0.603 0.071 -9.215
H: 2.135 0.210 -10.107
H: 0.879 -0.940 -10.652
H: 2.569 -1.959 -9.464
C: -7.407 -0.864 2.017
O: -6.175 -1.315 1.460
H: -8.140 -0.781 1.217
H: -7.764 -1.581 2.759
H: -7.268 0.115 2.482
H: -5.544 -1.381 2.184

Orbital gap in eV: 5.0
2S+1: 1
Energy in eV: -171836.8310
Charge: +1
Strongest force on any atom in hartree/bohr: 0.1496
Molecular weight in Da: 763.38



A 5-piece molecular cluster, C26H42Cl4N3O8 overall, computed with ωB97M-V with the def2-TZVPD basis set.

Geometry (Å):
C: 4.357 -3.658 3.243
C: 5.242 -3.929 1.954
O: 4.885 -3.102 0.837
C: 5.531 -1.805 0.922
C: 4.660 -0.833 0.031
O: 4.149 0.310 0.733
C: 3.146 -0.040 1.673
C: 1.680 0.181 1.172
C: 0.752 0.879 2.076
C: -0.672 1.105 1.710
C: -1.616 1.815 2.733
O: -1.090 2.269 3.712
O: -2.985 1.865 2.505
C: -1.109 0.605 0.399
C: -0.134 -0.086 -0.462
O: -0.491 -0.591 -1.685
C: -0.628 -2.058 -1.615
C: -1.541 -2.465 -0.383
N: -2.178 -3.786 -0.544
C: -2.749 -4.315 0.727
C: -3.138 -3.231 1.798
C: -3.785 -3.978 3.057
O: -4.165 -2.320 1.345
N: 1.164 -0.250 -0.037
H: 4.534 -4.524 3.948
H: 4.685 -2.728 3.777
H: 3.258 -3.680 3.009
H: 5.009 -4.990 1.639
H: 6.346 -3.913 2.167
H: 5.488 -1.506 2.007
H: 6.612 -1.849 0.630
H: 5.355 -0.425 -0.762
H: 3.867 -1.402 -0.542
H: 3.288 0.641 2.563
H: 3.214 -1.089 2.072
H: 1.143 1.216 3.061
H: -3.379 1.247 3.158
H: -2.178 0.759 0.095
H: -1.026 -2.484 -2.575
H: 0.420 -2.447 -1.431
H: -2.304 -1.651 -0.269
H: -0.833 -2.538 0.505
H: -1.400 -4.423 -0.767
H: -2.117 -5.090 1.241
H: -3.713 -4.842 0.445
H: -2.250 -2.674 2.228
H: -4.884 -4.140 2.936
H: -3.671 -3.249 3.917
H: -3.203 -4.888 3.352
H: -4.320 -2.440 0.391
H: 1.794 -0.764 -0.664
Cl: -0.590 7.738 -2.893
C: -0.114 6.255 -2.151
C: 1.044 5.579 -2.522
Cl: 2.105 6.178 -3.746
C: 1.378 4.383 -1.898
C: 0.562 3.863 -0.904
C: -0.593 4.540 -0.529
C: -0.929 5.733 -1.152
H: 2.278 3.851 -2.184
H: 0.825 2.929 -0.420
H: -1.231 4.137 0.250
H: -1.831 6.256 -0.856
C: 4.063 7.132 -0.670
Cl: 4.008 5.981 0.672
Cl: 4.671 8.704 -0.144
H: 4.718 6.741 -1.444
H: 3.058 7.258 -1.067
C: -4.730 -0.234 -3.541
C: -4.192 0.331 -2.255
O: -4.043 -0.363 -1.252
N: -3.867 1.649 -2.226
C: -3.968 2.625 -3.294
H: -4.941 -1.294 -3.405
H: -5.658 0.270 -3.816
H: -3.992 -0.128 -4.338
H: -3.515 1.956 -1.331
H: -2.974 3.036 -3.482
H: -4.627 3.431 -2.966
H: -4.358 2.190 -4.210
O: -0.447 -6.112 -1.545
H: -1.310 -6.509 -1.375
H: 0.179 -6.817 -1.340

Orbital gap in eV: 6.8
2S+1: 1
Energy in eV: -98574.0988
ΔE to the lowest compared entry with this formula, charge and spin in kcal per mole: 59.0
Charge: +1
Strongest force on any atom in hartree/bohr: 0.0680
Molecular weight in Da: 666.45